(1)
Entry from OMol25: a structure of composition C21H37B4ClCs2F10Li2N3O21 (ωB97M-V with the def2-TZVPD basis set).

ORCA input file:
```
! RIJCOSX wB97M-V def2-TZVPD def2/J DEFGRID3
* xyz 1 1
Cs 7.84202 3.28482 2.40731
Cs -2.22477 -2.21054 -0.09682
Cl 1.18262 2.68615 -2.96911
F 8.14145 4.24239 0.54406
F 7.20292 3.11508 -4.51347
F 8.45843 3.03045 -1.87276
F 7.38009 5.38718 -1.15528
F -7.13788 -0.91845 5.91976
F 7.25648 1.89511 -0.49738
F 7.41111 1.13311 -3.50440
F 5.65039 4.05694 -2.69793
F -6.09229 -2.72767 5.02366
F 5.13957 2.09549 -1.90953
O 5.62742 4.04849 1.58588
O -7.62674 -0.53063 1.62242
O -5.12219 -2.50285 -1.14614
O -9.72470 -2.26191 2.68487
O 1.09698 3.08718 2.17409
O 1.68744 3.01594 -4.27069
O 2.15868 -3.38988 -3.02878
O 3.07265 4.93464 -0.56795
O 0.86659 3.86339 -2.24304
O 1.45481 -2.10549 2.57628
O -3.57963 -5.37812 -1.21188
O -3.18149 -4.31756 -3.05453
O 0.03031 0.91191 2.37682
O 2.61240 -5.48313 -2.73841
O -0.00552 1.83273 -3.09877
O -6.66945 -0.92711 3.59968
O 2.18112 1.89453 -2.25791
O -2.06962 -3.80583 -1.29760
O -8.37006 -2.34158 4.48103
O -4.24588 -0.37226 -1.01105
O 2.25909 1.21874 3.02427
N 2.02043 -4.57444 -3.28212
N -2.94806 -4.50639 -1.88103
N -8.22189 -1.80866 -1.64229
C -3.69066 1.94646 1.24362
C 7.10110 4.30300 -0.45560
C -1.42516 2.98679 1.80133
C 2.50232 -3.05472 2.74639
C 5.70907 4.50750 0.24132
C 4.05091 -4.77208 1.74547
C 3.07891 -3.62199 1.45828
C 1.04186 -4.91667 -4.35376
C -7.62028 -1.04617 2.72433
C -5.16821 -1.21406 -3.10115
C -4.85400 -1.42606 -1.64563
C -4.05052 0.45771 1.32880
C 7.23186 2.99444 -1.29903
C -5.03512 0.10152 0.13842
C 6.14808 2.84792 -2.39576
C 4.24448 4.07502 2.03447
C 3.55156 2.84757 1.45887
C -8.72185 -1.95633 3.28120
C 6.61425 2.20773 -3.71582
C 1.80462 -0.99023 1.79425
C -2.23249 2.18337 0.74513
B 2.29179 2.40618 2.23648
B -7.03848 -1.73806 4.82590
B -0.03291 2.31603 2.11850
B 1.32308 0.41812 2.43033
Li 0.65469 -0.84669 -0.80561
Li -2.88888 -7.27992 -1.07425
H 4.30821 4.03966 3.12465
H -1.28714 4.02539 1.51875
H -6.23219 -1.08676 -3.26948
H 1.28321 -1.12521 0.81224
H -8.90638 -2.43518 -1.20833
H 3.69375 -2.84254 1.00285
H 2.87169 -0.91095 1.59981
H 0.07129 -4.53903 -4.04336
H -8.39944 -0.85235 -1.31687
H 1.02680 -5.99357 -4.47182
H -5.78899 -0.62422 0.42966
H -4.34322 2.51897 0.59153
H 3.31020 -2.68770 3.38487
H 3.76126 5.00782 1.73672
H 4.94789 4.09224 -0.42686
H 4.35955 -5.18031 0.78780
H -1.72199 1.23636 0.54713
H -4.69060 -0.28961 -3.41771
H -3.14300 -0.15895 1.22614
H 2.12320 5.00038 -0.62352
H -4.47827 0.17894 2.28757
H -7.27711 -2.09127 -1.35011
H 5.71365 1.86478 -4.23125
H 3.60746 -5.52937 2.38592
H 2.05352 -3.88425 3.29253
H 3.28073 2.96439 0.39873
H -1.99291 2.95036 2.73216
H -8.30762 -1.85585 -2.65708
H 5.53030 5.58187 0.26233
H 1.37256 -4.42808 -5.26517
H -3.79947 2.32749 2.25361
H -4.75587 -2.03091 -3.68531
H 4.28326 2.02854 1.50747
H -5.57019 0.97216 -0.22598
H 2.31886 -3.89731 0.72544
H 4.93239 -4.34925 2.22071
H -2.25821 2.69524 -0.21343
*
```

As for the calculated total energy: -113738.097 eV. Its LUMO energy is -4.756 eV. Its maximum force is 10.92 eV/A.


(2)
Entry from OMol25: a structure of composition C21H37BBeCl6IKLi2O11P3S2 (ωB97M-V with the def2-TZVPD basis set).

ORCA input file:
```
! RIJCOSX wB97M-V def2-TZVPD def2/J DEFGRID3
* xyz 1 1
I -3.46317 -3.26698 0.08280
K -2.59206 -4.01855 2.59709
Cl 0.40027 0.42447 -5.68164
Cl 3.71822 -5.83192 2.63816
Cl 4.98892 -6.38385 0.07604
Cl 3.30256 0.19999 -5.58143
Cl 1.89663 1.80426 -3.59814
Cl 5.27346 -8.26826 2.27874
S -0.03850 8.49236 0.55847
S -1.35443 -7.99066 -2.76207
P 1.45220 0.70644 4.56368
P -1.28230 -3.00664 -2.72012
P -2.39454 -6.70107 -1.72380
O 2.09791 2.10158 4.58359
O 0.21619 7.54352 -0.50499
O -0.21876 -3.49089 5.13045
O -0.07535 0.84725 4.66586
O 1.81512 -0.00753 3.25126
O 1.97141 -0.11611 5.75459
O 1.24454 -7.78024 4.01663
O 0.15766 -5.33476 -1.18732
O 1.17830 -4.79799 3.56363
O 0.20725 8.17970 1.95214
O -0.54097 -3.27407 -0.16100
C -0.57019 -1.24758 -2.61499
C -4.00733 -2.26916 -3.74245
C -1.64992 -0.02773 -2.78010
C 5.11944 -6.55989 1.83435
C -0.23640 10.79503 -0.66109
C -0.10457 3.90015 2.08281
C -1.65236 -3.78972 -1.02617
C 1.45912 -4.61261 1.07707
C -0.21021 2.57855 1.64874
C 0.78481 10.02167 0.15975
C -1.57421 10.59853 0.05042
C 0.39690 4.87785 1.22410
C -1.27620 -5.41212 -0.86670
C 0.18118 2.23689 0.35450
C -2.68514 -3.20205 -3.98542
C 0.06940 -4.67650 4.53190
C 0.53912 -5.26389 2.28897
C 1.91258 1.25767 -5.28356
C -1.70443 9.11244 0.38004
C 0.68619 3.21387 -0.50302
C 0.79698 4.53452 -0.06698
B 0.61239 -4.22586 -0.27981
Be 3.01261 3.83413 3.47723
Li 2.56058 0.28125 -2.06757
Li -0.41031 -7.56537 -0.54548
H -4.30554 -2.09847 -2.62486
H -1.34098 -5.71711 0.26130
H 6.01854 -6.03504 2.16721
H -2.21539 -3.01404 -5.06092
H -3.04747 -4.33455 -4.00332
H 2.00273 2.13493 -5.92927
H -0.07094 -1.11186 -1.54461
H 1.00676 10.53697 1.09904
H 0.47676 5.90818 1.56165
H -3.79303 -1.19847 -4.22194
H -1.13090 0.94452 -2.32181
H -0.60569 -5.59783 4.87754
H -3.04409 -7.47779 -0.65924
H -2.41309 10.94186 -0.56302
H -1.58362 11.18426 0.97765
H 1.87406 -7.07048 3.81985
H -4.88318 -2.73967 -4.39756
H 1.96082 -3.64484 1.53093
H -2.65208 -0.16187 -2.18979
H 1.70836 9.81800 -0.38483
H -0.59843 1.81613 2.31836
H -0.29309 10.38253 -1.67552
H 0.22500 -1.11212 -3.49423
H 0.99334 2.94703 -1.51078
H 1.19395 5.29530 -0.73356
H 2.27019 -5.42106 0.77207
H -2.18537 8.56265 -0.43365
H 0.55410 -6.43592 2.31728
H 0.96000 -7.59587 4.92435
H -3.47334 -6.07676 -2.45942
H 0.09339 1.20806 0.01398
H 0.02986 11.85307 -0.74040
H -0.41308 4.16748 3.09009
H -1.90496 0.22034 -3.91575
H -2.25287 8.95367 1.31199
H -0.55735 -4.80922 2.31598
H 1.38606 -3.64215 -0.97397
*
```

As for the calculated total energy: -195467.096 eV. Its LUMO energy is -3.778 eV. Its maximum force is 9.39 eV/A.


(3)
Entry from OMol25: a structure of composition C21H37BGaN9 (ωB97M-V with the def2-TZVPD basis set).

ORCA input file:
```
! RIJCOSX wB97M-V def2-TZVPD def2/J DEFGRID3
* xyz 2 1
Ga -0.48036 -0.02965 0.54917
N -2.34481 -1.23434 0.79937
N 0.56699 -1.33096 -1.86541
N -2.36990 1.37236 1.06033
N -0.08555 -1.65333 -0.71228
N -0.14634 1.55709 -0.72457
N 1.61963 -0.01252 0.70423
N 2.20962 -0.00711 -0.54030
N 0.48527 1.19871 -1.88683
N -0.60458 -0.08222 2.60888
C 4.47811 0.02808 -1.57241
C 2.62488 0.00999 1.59863
C 1.20401 2.18508 -4.05300
C 2.47630 0.01557 3.08722
C -3.42150 -0.59697 0.02709
C -1.41333 -1.23534 3.07683
C -2.35195 1.67558 2.50613
C -1.03671 1.23585 3.13249
C -2.65991 -1.44703 2.22316
C -0.85309 -3.82804 0.35355
C -0.85317 3.79066 0.28441
C -0.31346 -2.98511 -0.76053
C 3.84270 0.02940 0.93872
C -0.38878 2.88635 -0.81576
C -3.64289 0.81908 0.54698
C 1.38411 -2.38211 -3.96494
C 0.70734 -2.41572 -2.64053
C 3.54541 0.01767 -0.41178
C 0.56970 2.25395 -2.70904
C 0.00724 3.33999 -2.06148
C 0.14125 -3.48546 -1.97042
B 1.39361 -0.04330 -1.86441
H -0.73598 -3.36161 1.32931
H 2.43007 -2.09805 -3.86413
H 0.34381 -0.22860 2.94543
H -0.76404 -2.11012 3.01665
H 4.31945 0.90326 -2.20099
H -0.05238 4.34925 -2.42443
H -3.46016 -0.77370 2.51468
H 1.91218 0.87586 3.45440
H -3.19135 1.18017 2.98987
H -2.15908 -2.12686 0.36303
H 0.90494 -1.67214 -4.63710
H 2.26060 1.93634 -3.97519
H 5.50463 0.04944 -1.21332
H -0.29066 -4.75971 0.38805
H 2.12494 -0.02707 -2.79358
H 0.72537 1.43311 -4.67798
H -1.12597 1.19579 4.22077
H -0.23416 1.93951 2.89690
H 4.81904 0.04997 1.38513
H -0.65556 3.38901 1.27593
H -0.29753 4.72415 0.21482
H -4.34787 -1.17570 0.07935
H -2.19967 2.22938 0.55688
H 2.05002 -0.91561 3.47183
H -3.09958 -0.58982 -1.01735
H -4.01534 1.44761 -0.26294
H -4.40114 0.84795 1.33053
H -2.49063 2.74417 2.68390
H -1.90009 -4.10667 0.20739
H -3.04246 -2.45625 2.39105
H 0.10190 -4.50749 -2.29938
H -1.68120 -1.10474 4.12809
H 1.11395 3.14815 -4.54946
H 3.46235 0.09223 3.53920
H -1.90975 4.05935 0.20229
H 4.35205 -0.86010 -2.18981
H 1.33941 -3.36672 -4.42336
*
```

As for the calculated total energy: -88831.970 eV. Its LUMO energy is -4.534 eV. Its maximum force is 0.25 eV/A.


(4)
Entry from OMol25: a structure of composition C21H37BN6ReS (ωB97M-V with the def2-TZVPD basis set).

ORCA input file:
```
! RIJCOSX wB97M-V def2-TZVPD def2/J DEFGRID3
* xyz 2 4
Re -0.22418 0.64295 0.08356
S 1.37391 1.62120 1.76789
N -1.34131 -0.78728 -0.82403
N -0.66104 -1.98563 -0.93789
N 0.60116 -1.92196 1.24082
N 1.71063 -1.08004 -0.91164
N 1.20438 0.18663 -1.21691
N -0.18607 -0.88519 1.67404
C 0.84564 3.11480 2.61388
C 0.12688 -2.29550 3.36430
C -2.40368 2.55472 0.96143
C -1.92904 2.99003 -0.41965
C 2.74610 -1.32975 -1.72170
C 3.50134 -2.61219 -1.66505
C 0.78235 -2.79466 2.25612
C 2.72290 2.27332 0.76865
C -1.46436 -2.88436 -1.52462
C -2.58957 -0.97895 -1.31283
C 1.56469 -4.05392 2.08789
C -1.02360 -4.28283 -1.79382
C 2.91415 -0.24211 -2.56956
C -1.26880 -0.16448 3.79830
C -0.46430 -1.09839 2.96123
C -2.17519 4.46887 -0.68389
C -0.44949 2.62262 -0.59068
C 1.90872 0.65965 -2.28473
C -3.64613 0.06500 -1.30370
C -2.68457 -2.27852 -1.78054
C 1.66249 1.90345 -3.07093
B 0.74468 -2.15338 -0.27559
H 2.51915 -3.86700 1.59681
H -3.54613 -2.73958 -2.23556
H 3.73600 -2.88309 -0.63704
H -0.69243 0.17286 4.66059
H 0.60942 2.10785 -3.22963
H -0.12028 2.79619 -1.60772
H -1.85558 4.74897 -1.68788
H -0.08041 2.89360 3.13814
H 2.91807 -3.42121 -2.10611
H -3.48358 2.64665 1.08486
H -3.33738 0.95951 -0.77762
H 1.76190 -4.49896 3.06025
H -1.60677 0.71596 3.25267
H -0.15019 -4.29647 -2.44633
H 2.13485 2.77753 -2.61899
H 3.65052 -0.14073 -3.35050
H -2.18683 1.47953 1.17442
H 1.61799 3.34726 3.34437
H 2.97003 1.51833 0.02427
H -3.23364 4.71939 -0.59416
H -2.50049 2.42459 -1.15315
H 0.18772 3.24601 0.03853
H -2.15666 -0.67281 4.17506
H -0.76899 -4.79681 -0.86651
H 4.42925 -2.51839 -2.22336
H -4.54094 -0.31123 -0.80809
H 1.18540 -3.23822 -0.47708
H 1.00894 -4.77894 1.49082
H 2.10842 1.75667 -4.05264
H 2.44548 3.20187 0.27056
H 0.08690 -2.74591 4.34288
H 3.57636 2.42910 1.42438
H -1.91649 3.13758 1.74299
H -1.82382 -4.83436 -2.28086
H -3.92159 0.35068 -2.31945
H 0.70267 3.95134 1.93077
H -1.62559 5.08811 0.02994
*
```

As for the calculated total energy: -44947.058 eV. Its LUMO energy (alpha / beta) is -6.663 / -7.858 eV. Its maximum force is 1.29 eV/A.


(5)
Entry from OMol25: a cluster of 2 separate species, C21H37Cl3FN4O3S4 in total (ωB97M-V with the def2-TZVPD basis set).

ORCA input file:
```
! RIJCOSX wB97M-V def2-TZVPD def2/J DEFGRID3
* xyz 1 1
Cl -0.08330 5.39600 7.43893
Cl -1.30018 3.09517 6.08803
Cl -1.32425 -0.11719 0.48016
S -5.23688 1.23618 -2.75765
S -6.87292 -1.22238 -2.37617
S 1.31872 1.52483 2.02141
S 1.27916 -1.65577 1.83720
F -0.60338 -3.87169 -3.78541
O 2.20734 1.38829 -0.46920
O 2.59283 1.14569 2.55473
O 1.12189 2.93056 1.77642
N -0.09603 0.82709 -0.35071
N -5.03659 -0.38958 -0.65177
N 1.30083 -1.52307 -0.87733
N -4.07186 0.00878 1.29093
C 1.78651 -0.77253 0.28322
C -4.46163 -1.57236 -0.24858
C 0.04557 1.09056 3.15774
C -3.87670 -1.30559 0.93473
C 4.11358 -2.05606 0.63566
C 1.28881 0.72942 0.30255
C 0.19909 3.98907 6.42086
C -2.65039 0.43782 -2.18635
C -3.69158 0.49035 -3.32457
C 2.26900 2.80484 -0.81458
C 3.62259 -3.39479 0.09158
C -0.66542 -2.04497 -2.25651
C -1.25639 0.90388 -2.59367
C -5.75424 -0.20578 -1.85163
C 0.42810 -1.01366 -1.95966
C -4.76180 0.52734 0.32779
C 4.51281 -2.16179 2.11655
C 1.00554 3.55447 -1.18979
C -0.06255 -3.41030 -2.59608
C 3.33423 -0.77715 0.26362
C -0.03658 0.43753 -1.80438
H 0.77520 1.03255 -2.21349
H -4.50560 -2.48842 -0.80742
H 2.73037 -3.77193 0.58410
H 0.14038 0.10184 3.57997
H -1.24187 -1.74140 -3.12883
H 1.32255 4.55715 -1.47278
H 0.40474 -2.46957 1.24396
H -1.24755 1.99575 -2.58950
H 3.48788 -3.36985 -0.99191
H -0.93959 1.27913 2.74719
H -1.05098 0.63718 -3.63252
H -3.35295 1.06328 -4.18505
H 0.61340 4.32225 5.47662
H -3.91455 -0.52113 -3.65704
H 3.70319 0.01025 0.91227
H -0.29535 -4.13890 -1.82234
H 3.79631 -2.77184 2.66428
H -5.09310 1.54919 0.27071
H 4.41020 -4.12942 0.25775
H 2.96296 2.84432 -1.65097
H 0.18903 1.82891 3.94634
H -0.46119 1.77914 -0.25026
H 5.48804 -2.63166 2.20719
H 5.06944 -1.90620 0.12636
H 2.76364 3.34345 -0.01337
H 4.51812 -1.18431 2.59440
H 2.12467 -1.89019 -1.32660
H 1.00929 -1.00417 -2.88579
H 0.35157 3.70093 -0.33539
H -3.34147 -1.99776 1.56177
H 0.88382 3.32218 6.93025
H 0.47300 3.14843 -2.04664
H -2.66446 -0.56444 -1.77609
H -3.02580 1.09058 -1.39989
H 1.02323 -3.38016 -2.69388
H -1.33139 -2.17044 -1.40652
H 3.64087 -0.49799 -0.74493
*
```

As for the calculated total energy: -118095.120 eV. Its LUMO energy is -3.856 eV. Its maximum force is 1.23 eV/A.


(6)
Entry from OMol25: a structure of composition C21H37ClCuN3O4 (ωB97M-V with the def2-TZVPD basis set).

ORCA input file:
```
! RIJCOSX wB97M-V def2-TZVPD def2/J DEFGRID3
* xyz -1 2
Cu -1.77859 -0.09940 0.67353
Cl -3.25251 0.10922 2.36154
O 1.93620 -0.52790 -2.68203
O -0.71937 -1.93272 0.78519
O 2.90763 -1.02260 0.57331
O 0.60798 -0.32264 3.36841
N -0.95048 -0.30988 5.06712
N 3.45034 1.06985 -0.18343
N 0.38120 -3.83394 0.14355
C 0.47887 1.31395 -3.38424
C 0.79607 2.37711 -2.51940
C 0.36000 3.93175 -4.32932
C 3.90815 1.87874 -1.30421
C 3.56699 1.64232 1.14909
C 1.53700 -4.44408 -0.50309
C -2.52649 -1.54892 -1.81282
C 3.32537 -0.27317 -0.31338
C -2.81291 0.93460 -1.44880
C -2.50785 -0.29684 -1.00898
C -0.33360 -1.36456 5.83679
C 0.80815 3.68409 -3.01838
C -0.22684 2.89104 -5.08079
C -4.24802 1.29643 -1.42258
C -0.46671 0.01979 3.84634
C -0.65934 -4.72012 0.63712
C 0.28708 -2.50078 0.31160
C -0.23942 1.59880 -4.56085
C 0.88536 -0.09086 -3.11341
C -1.97087 0.48327 5.72702
C -0.70039 1.61204 0.88200
H 0.36363 -1.90690 5.19614
H 2.06254 -5.11834 0.18980
H 3.11659 2.64057 1.14530
H -2.80439 -0.15245 6.05164
H -1.46061 -1.74849 -2.01375
H -0.69086 3.10167 -6.05500
H -1.44799 -4.11353 1.08632
H 2.21680 -3.65035 -0.82992
H 0.44552 4.93192 -4.76213
H 1.22657 -5.04381 -1.37234
H 0.25928 1.06110 0.80284
H 0.19640 -0.95430 6.70642
H 4.62628 1.74615 1.43267
H -0.00831 -0.77553 -3.24790
H -0.88328 2.31758 0.05700
H 1.14985 4.51907 -2.38863
H -2.04859 1.62468 -1.77956
H 1.19197 -1.96135 -0.00616
H 3.54230 2.90495 -1.18449
H -2.34777 1.22062 5.01317
H -4.55389 1.77390 -0.49124
H -4.78061 0.34159 -1.47139
H -1.55765 0.98765 6.61321
H 3.50858 1.45597 -2.23287
H 3.05318 1.00048 1.86864
H -1.18546 0.64084 3.28385
H 0.96915 2.15771 -1.46489
H -0.80902 2.06720 1.87973
H -1.10604 -2.04571 6.21358
H 5.00765 1.89841 -1.36335
H -4.56444 1.89596 -2.26609
H -0.81820 0.79393 -5.01845
H -3.02813 -1.35065 -2.77439
H -3.00756 -2.43279 -1.37639
H -1.06362 -5.32261 -0.18686
H 3.62513 -0.64719 -1.30903
H -0.23800 -5.41253 1.37760
*
```

As for the calculated total energy: -92195.883 eV. Its LUMO energy (alpha / beta) is 2.286 / 2.271 eV. Its maximum force is 2.38 eV/A.